1.
This record from the Open Molecules 2025 dataset describes a molecular structure, C5H13N2O. The level of theory is ωB97M-V/def2-TZVPD.

Its largest force on an atom is 3.14 eV/A. For the HOMO-LUMO gap, the calculation gives 5.259 eV. The LUMO energy comes out at -0.331 Ha. The charge is +1. The value obtained for the energy above the lowest of the compared OMol25 structures with the same formula, charge and spin is 172.19 kcal per mole.

Atoms and positions in Å:
1 N -2.28356 0.86965 -1.05745
2 C -2.13994 0.12551 0.21959
3 C -0.79470 -0.55242 0.27280
4 N 0.25966 0.05426 -0.43200
5 C 2.50842 0.04826 -1.60836
6 C 1.58106 -0.51027 -0.44812
7 C 2.17003 0.04166 0.88446
8 O -0.67742 -1.45745 1.07427
9 H -3.16918 3.82110 5.16647
10 H -3.16704 1.14728 -1.43660
11 H -3.02107 4.39275 4.64327
12 H -2.34400 0.78129 1.04977
13 H -2.90417 -0.67337 0.20871
14 H -1.59054 1.60416 -1.12474
15 H 2.98723 0.99938 -1.33682
16 H 3.30516 -0.62626 -1.89583
17 H 1.91684 0.12892 -2.53433
18 H 1.48370 -1.56838 -0.66226
19 H 3.22979 -0.24740 0.93151
20 H 2.20404 1.12218 0.80239
21 H 1.49060 -0.35030 1.67956

natural (NBO) population analysis, charges in e, atoms 1 to 4: -0.69, -0.33, 0.58, -0.03

***

2.
This record from the Open Molecules 2025 dataset describes a single C3H3Br2NS molecule. The level of theory is ωB97M-V/def2-TZVPD.

Its largest force on an atom is 5.07 eV/A. For the HOMO-LUMO gap, the calculation gives 8.882 eV. The LUMO energy comes out at -0.001 Ha. The value obtained for the energy above the lowest of the compared OMol25 structures with the same formula, charge and spin is 40.70 kcal per mole. As for the SMILES: BrC1=CN(Br)CS1.

Atoms and positions in Å:
1 Br -3.28678 -0.15807 -0.29527
2 C -1.36306 -0.01944 -0.11107
3 C -0.53953 -0.33190 -1.09955
4 N 1.07849 -0.07258 -0.47448
5 Br 1.70423 -1.88462 -0.06494
6 C 0.93187 0.67627 0.72080
7 S -0.72548 0.50056 1.45550
8 H -0.28106 -0.81255 -2.06967
9 H 1.57440 0.32415 1.48195
10 H 0.90692 1.77819 0.45673

natural (NBO) population analysis, charges in e, atoms 1 to 4: 0.10, -0.29, -0.10, -0.45

***

3.
This record from the Open Molecules 2025 dataset describes a molecular structure, C6H9NO. The level of theory is ωB97M-V/def2-TZVPD.

Its largest force on an atom is 7.54 eV/A. For the HOMO-LUMO gap, the calculation gives 10.211 eV. The LUMO energy comes out at 0.036 Ha. The value obtained for the energy above the lowest of the compared OMol25 structures with the same formula, charge and spin is 128.25 kcal per mole.

Atoms and positions in Å:
1 C 0.75609 -0.20830 -0.05683
2 C 0.70545 1.28628 -0.16910
3 C -0.00378 0.57897 0.96928
4 C -1.42964 0.17240 0.64340
5 C -1.57502 0.00394 -0.87738
6 C -0.31017 -1.00042 -0.45813
7 H 2.28123 -1.42937 1.01201
8 H 2.84892 -0.13766 -0.31705
9 H 1.79854 1.63901 0.05278
10 H 0.07145 1.65210 -1.10480
11 H 0.45928 0.71622 1.98669
12 H -2.34644 0.63686 1.19794
13 H -1.45493 0.72066 -1.60909
14 H -2.59337 -0.45754 -1.03436
15 H -0.13232 -2.00594 -0.88346
16 N 2.10546 -0.95644 -0.06488
17 O -1.18076 -1.21074 0.71298

natural (NBO) population analysis, charges in e, atoms 1 to 4: 0.01, -0.42, -0.24, 0.06

***

4.
This record from the Open Molecules 2025 dataset describes a molecular structure, C13H17FFeN2. The level of theory is ωB97M-V/def2-TZVPD.

Its largest force on an atom is 6.27 eV/A. For the HOMO-LUMO gap (alpha / beta), the calculation gives 5.923 / 6.276 eV. The LUMO energy (alpha / beta) comes out at -0.023 / -0.033 Ha. Its spin multiplicity is 5. The value obtained for the energy above the lowest of the compared OMol25 structures with the same formula, charge and spin is 64.03 kcal per mole.

Atoms and positions in Å:
1 C -0.34775 1.03111 4.83466
2 C -0.38756 -0.52510 4.88907
3 H 0.55677 1.41421 5.33782
4 H -1.23420 1.72553 4.98269
5 H -0.07442 1.16750 3.74626
6 H -0.20762 -0.91040 3.82732
7 H 0.22750 -1.17080 5.59402
8 H -1.43135 -0.86530 4.93513
9 C 0.48642 2.51910 -0.63846
10 C 0.82232 3.44581 -1.62655
11 C 1.04967 2.98266 -2.94584
12 C 1.02208 1.58471 -3.26056
13 H 0.37432 2.74150 0.45074
14 H 0.89196 4.51605 -1.33214
15 H 1.27126 3.73048 -3.72990
16 H 1.27273 1.18285 -4.25526
17 N 0.24518 1.23197 -1.02591
18 C 0.61954 0.69514 -2.23881
19 C 0.50506 -0.79168 -2.27668
20 N 0.09417 -1.33000 -1.07797
21 C 0.10451 -2.64956 -0.73822
22 C 0.48957 -3.07150 -3.05034
23 C 0.21422 -3.56032 -1.76090
24 H -0.01230 -2.89754 0.33024
25 H 0.08281 -4.61937 -1.50937
26 C 0.71755 -1.69300 -3.33234
27 H 1.02147 -1.30525 -4.31639
28 H 0.55674 -3.80463 -3.86373
29 Fe -0.37941 -0.09918 0.07955
30 C -2.20403 -0.16354 0.64184
31 H -2.63430 -1.11914 0.29133
32 H -2.70314 0.71602 0.17985
33 H -2.15963 -0.06841 1.77440
34 F 1.14984 -0.03991 1.08443

natural (NBO) population analysis, charges in e, atoms 1 to 4: -0.64, -0.64, 0.21, 0.21

***

5.
This record from the Open Molecules 2025 dataset describes a molecular structure, Ba4N8O24. The level of theory is ωB97M-V/def2-TZVPD.

Its largest force on an atom is 10.92 eV/A. For the HOMO-LUMO gap, the calculation gives 4.857 eV. The LUMO energy comes out at -0.082 Ha.

Atoms and positions in Å:
1 Ba -0.00814 -3.63676 -3.38095
2 Ba -1.03482 -2.65869 3.29045
3 Ba 0.06251 4.42540 1.68611
4 Ba -0.36279 -0.12111 -0.13769
5 N -3.33626 -1.52558 0.30417
6 O -2.22606 -1.90534 0.74317
7 O -3.67057 -0.34683 0.19520
8 O -4.03242 -2.40206 -0.08032
9 N -2.75707 2.87564 0.76583
10 O -3.86527 2.37775 0.88908
11 O -1.77939 2.35140 0.24182
12 O -2.68777 4.07790 1.10429
13 N 1.38756 -3.98150 0.55937
14 O 0.71825 -3.93033 1.56953
15 O 2.34964 -4.79919 0.57901
16 O 0.79868 -3.36141 -0.31821
17 N -2.35786 -0.76413 -2.81842
18 O -3.44433 -0.95249 -3.32209
19 O -2.07590 0.24252 -2.21349
20 O -1.57861 -1.73274 -2.63543
21 N 1.70239 -0.26112 -3.03396
22 O 2.27701 0.06796 -4.16429
23 O 1.89387 -1.40376 -2.54294
24 O 0.88623 0.43538 -2.67559
25 N 3.14336 0.11993 1.42284
26 O 4.28145 0.24645 0.92984
27 O 2.88309 -0.16683 2.65490
28 O 2.29565 0.18828 0.57845
29 N 0.01208 0.73342 3.27863
30 O -0.14580 -0.22965 2.48967
31 O 0.12435 1.95716 2.97692
32 O -0.10983 0.57559 4.49534
33 N 2.67597 3.31520 -0.89680
34 O 3.59298 2.65114 -0.98836
35 O 2.63573 4.38098 -1.37947
36 O 1.75215 3.15725 -0.16662

Mulliken population analysis, charges in e, atoms 1 to 4: 1.79, 1.85, 1.84, 1.50

***

6.
This record from the Open Molecules 2025 dataset describes 2 unconnected molecules or ions with the total composition C5H11O3. The level of theory is ωB97M-V/def2-TZVPD.

Its largest force on an atom is 5.83 eV/A. For the HOMO-LUMO gap, the calculation gives 7.397 eV. The LUMO energy comes out at 0.133 Ha. The charge is -1. The value obtained for the energy above the lowest of the compared OMol25 structures with the same formula, charge and spin is 60.86 kcal per mole.

Atoms and positions in Å:
1 C -0.64911 1.29823 -0.19903
2 C 0.69986 0.82463 -0.49708
3 C -0.82465 2.81252 0.03785
4 O -1.51423 0.89758 -1.20906
5 H -0.88511 0.92278 0.76345
6 H 0.72324 -0.14739 -1.12540
7 H -0.16020 3.21968 -0.54145
8 H -1.88727 2.97036 -0.33059
9 H -0.55200 3.08842 1.03732
10 H -1.55406 -0.18670 -1.20452
11 H 1.22145 0.60362 0.44954
12 H 1.35554 1.45875 -1.04114
13 C 1.02010 -2.42830 1.04277
14 C -0.00725 -2.72838 -0.14912
15 O -1.08110 -3.03325 0.30071
16 O 0.43487 -2.65535 -1.31725
17 H 1.14733 -1.33186 0.79904
18 H 1.74201 -3.17098 1.06418
19 H 0.77059 -2.41437 2.11980

natural (NBO) population analysis, charges in e, atoms 1 to 4: 0.09, -0.66, -0.61, -0.74